Entry 1:
The following is a DFT calculation (wB97M-V/def2-TZVPD) of C25H44IrO2P2 as an isolated structure in a non-equilibrium geometry.

```
74
Properties=species:S:1:pos:R:3:mulliken_charge:R:1
Ir -0.182 -0.760 -2.883 0.032
C -0.927 -1.746 -0.353 0.083
C 0.351 -1.901 -1.153 1.980
C 0.605 -0.329 0.607 1.056
C -0.776 -0.699 0.546 0.939
C 1.322 -1.108 -0.294 0.638
C -2.030 -2.730 -0.245 -2.298
H -1.844 -3.652 -0.808 0.467
H -2.984 -2.297 -0.581 0.378
H -2.186 -3.035 0.806 0.474
C -1.809 -0.168 1.461 -1.849
H -2.803 -0.542 1.186 0.458
H -1.802 0.933 1.402 0.227
H -1.614 -0.442 2.509 0.435
C 1.151 0.591 1.632 -1.997
H 0.957 0.213 2.648 0.456
H 0.645 1.564 1.552 0.195
H 2.234 0.726 1.531 0.416
C 2.761 -1.423 -0.146 -2.010
H 2.950 -2.077 0.728 0.387
H 3.352 -0.514 0.034 0.429
H 3.169 -1.940 -1.022 0.397
C 0.792 -3.289 -1.489 -1.766
H 0.979 -3.846 -0.563 0.422
H 1.716 -3.274 -2.071 0.426
H 0.039 -3.825 -2.061 0.460
C -1.591 1.583 -4.798 0.347
C -1.979 0.187 -4.900 -1.339
C -1.475 -0.622 -6.032 -1.153
C 0.019 -0.969 -5.949 -1.481
C 0.695 -0.636 -4.620 0.737
C 1.388 0.734 -4.558 -0.866
C 0.970 1.856 -5.494 -1.780
C -0.509 2.210 -5.711 -1.398
H -1.673 -0.113 -6.985 0.505
H 0.565 -0.477 -6.761 0.416
H -2.069 -1.540 -6.063 0.483
H -0.761 2.022 -6.771 0.365
H -2.421 2.319 -4.730 0.772
H -3.006 -0.035 -4.597 0.505
H -0.579 3.302 -5.586 0.578
H 1.504 2.755 -5.155 0.399
H 2.435 0.524 -4.810 1.020
H 1.409 1.613 -6.474 0.643
H 0.135 -2.052 -6.094 0.392
H 1.480 -1.395 -4.422 1.058
P -1.315 1.190 -3.010 0.639
C -2.792 1.242 -2.032 -0.566
C -1.601 -2.158 -3.328 -1.881
P 1.505 1.200 -2.669 1.143
C -0.049 2.433 -2.750 -0.133
C 3.243 0.407 -2.644 -1.905
C 2.195 2.384 -1.400 -1.360
H -2.560 1.861 -1.153 0.162
H -3.046 0.225 -1.700 0.189
H -3.620 1.669 -2.613 0.457
H -1.448 -2.457 -4.361 0.437
H -2.587 -1.686 -3.282 0.362
H -1.611 -3.042 -2.693 0.576
H 3.246 2.593 -1.612 0.530
H 2.085 1.860 -0.440 0.242
H 1.642 3.322 -1.340 0.594
H -0.262 3.005 -1.799 -0.537
H 0.086 3.115 -3.600 0.810
H 3.678 0.470 -1.643 0.512
H 3.853 1.017 -3.326 0.575
H 3.251 -0.632 -2.992 0.227
C -1.375 4.814 1.339 -1.332
C -1.003 3.791 0.316 0.673
O -0.610 4.255 -0.819 -0.797
O -1.089 2.562 0.600 -0.649
H -2.341 5.255 1.076 0.291
H -0.632 5.615 1.367 0.366
H -1.465 4.357 2.323 0.339
```

Summary:
HOMO energy (alpha / beta) ... -9.55 / -10.68 eV
E_LUMO (alpha / beta) ... -3.54 / -5.56 eV
Multiplicity ... 5
Energy above the lowest of the compared OMol25 structures with the same formula, charge and spin ... 181.74 kJ/mol
Net charge ... +1

Entry 2:
The following is a DFT calculation (wB97M-V/def2-TZVPD) of a 2-piece molecular cluster, C8H19PS2 overall in a non-equilibrium geometry.

```
30
Properties=species:S:1:pos:R:3:mulliken_charge:R:1
C -1.097 -2.330 -1.532 -1.350
C 0.499 1.591 0.906 -1.373
C -1.527 0.916 2.232 -1.737
C -1.810 1.837 -0.075 -1.860
C -0.862 -0.517 0.233 -1.652
C 0.868 -0.702 -1.645 -1.086
C -0.574 -0.820 -1.267 0.832
C -0.897 0.911 0.775 2.154
P 5.023 -0.646 -0.175 0.134
S 4.277 -1.008 -1.830 -0.068
S 3.374 -0.604 1.312 -0.183
H -1.893 -2.550 -0.873 0.445
H -0.267 -3.135 -0.986 0.209
H -1.420 -2.713 -2.578 0.300
H 0.419 2.593 1.309 0.412
H 1.381 1.105 1.309 0.003
H 0.696 1.769 -0.140 0.394
H -2.640 0.739 2.138 0.406
H -1.027 0.178 2.988 0.280
H -1.382 1.883 2.625 0.516
H -2.716 1.378 -0.339 0.435
H -1.893 2.781 0.503 0.454
H -1.382 2.197 -1.031 0.362
H -0.109 -1.097 0.764 0.391
H -1.771 -1.007 0.591 0.374
H 1.597 -1.222 -0.797 -0.048
H 1.034 -1.429 -2.525 0.456
H -1.316 -0.217 -1.916 0.273
H 1.041 0.296 -2.015 0.368
H 4.376 -0.176 2.039 0.158
```

Summary:
HOMO energy (alpha / beta) ... -7.15 / -9.84 eV
E_LUMO (alpha / beta) ... 0.41 / -3.12 eV
Multiplicity ... 3
Energy above the lowest of the compared OMol25 structures with the same formula, charge and spin ... 0.00 kJ/mol

Entry 3:
The following is a DFT calculation (wB97M-V/def2-TZVPD) of a 2-piece molecular cluster, C16H34BNO7 overall in a non-equilibrium geometry.

```
59
Properties=species:S:1:pos:R:3:mulliken_charge:R:1
C -2.077 3.108 -3.191 -0.749
O -1.013 2.187 -3.181 -0.304
C -1.431 0.881 -3.502 -0.722
C -0.221 -0.030 -3.604 0.298
C -0.627 -1.437 -4.074 -1.097
C 0.164 -2.593 -3.433 -0.770
C -0.557 -3.274 -2.247 -0.975
C 0.102 -3.175 -0.856 -1.073
C 0.768 -1.831 -0.575 0.038
C 1.218 -1.636 0.889 0.965
O 1.328 -2.810 1.622 -0.650
O 2.574 -1.096 0.862 -0.544
C 2.449 0.220 0.615 0.288
O 3.331 0.947 0.267 -0.583
O 1.163 0.610 0.817 -0.509
C 0.521 -0.428 1.591 0.961
C 0.911 -0.379 3.070 -1.391
C 0.603 0.962 3.758 -0.960
C 1.680 2.070 3.764 0.693
C 1.598 3.052 2.572 -1.347
C 3.104 1.537 3.920 -1.667
B -1.051 -0.535 1.358 0.723
N -1.688 0.148 0.254 -0.143
O -1.805 -1.352 2.206 -0.707
H -1.672 4.086 -2.936 0.264
H -2.533 3.169 -4.188 0.320
H -2.839 2.837 -2.451 0.267
H -2.119 0.509 -2.728 0.241
H -1.970 0.883 -4.463 0.439
H 0.278 -0.051 -2.635 -0.319
H 0.470 0.425 -4.318 0.430
H -0.538 -1.484 -5.162 0.391
H -1.692 -1.586 -3.859 0.425
H 0.311 -3.356 -4.202 0.463
H 1.163 -2.256 -3.155 0.453
H -1.581 -2.898 -2.169 0.439
H -0.652 -4.338 -2.478 0.441
H 0.791 -4.003 -0.682 0.401
H -0.713 -3.312 -0.125 0.238
H 1.669 -1.740 -1.184 0.607
H 0.090 -1.031 -0.861 -0.499
H 0.479 -3.260 1.644 0.486
H 1.939 -0.707 3.215 0.747
H 0.287 -1.137 3.551 0.251
H 0.314 0.756 4.793 0.457
H -0.293 1.386 3.285 0.141
H 1.476 2.663 4.662 0.537
H 1.637 4.080 2.943 0.410
H 2.441 2.928 1.892 0.301
H 0.666 2.948 2.018 0.211
H 3.237 0.962 4.839 0.355
H 3.808 2.373 3.916 0.441
H 3.389 0.907 3.073 0.295
H -1.819 1.144 0.405 0.191
H -2.598 -0.277 0.103 0.109
H -1.904 -2.272 1.944 0.313
O -3.850 2.269 0.631 -0.597
H -4.014 1.545 1.245 0.284
H -4.707 2.695 0.533 0.293
```

Summary:
HOMO energy ... -9.66 eV
E_LUMO ... -0.09 eV
Energy above the lowest of the compared OMol25 structures with the same formula, charge and spin ... 22.72 kJ/mol
Structure (SMILES) ... COCCCCCCC[C@@]1(O)OC(=O)O[C@@]1(CCC(C)C)B(N)O.O